## A
{
  "formula": "CH4INS",
  "method": "ωB97M-V/def2-TZVPD",
  "elements": ["C", "N", "S", "I", "H", "H", "H", "H"],
  "positions_angstrom": [[-0.40, -0.85, 0.39], [0.75, -0.07, 0.62], [-0.54, 2.52, -0.16], [2.39, -0.63, -0.31], [-0.72, -0.41, -0.58], [-0.41, -1.90, 0.16], [-1.19, -0.56, 1.03], [0.13, 1.88, -1.15]],
  "lowdin_charge": [-0.3730, -0.6341, 0.3429, 0.7803, 0.0612, 0.0601, 0.0564, -0.2937],
  "homo_energy_ev": [-9.148, -9.393],
  "lumo_ev": [-2.06, -0.97],
  "gap_ev": [7.1, 8.4]
}


## B
{
  "formula": "CH4INS",
  "method": "ωB97M-V/def2-TZVPD",
  "elements": ["C", "N", "S", "I", "H", "H", "H", "H"],
  "positions_angstrom": [[-0.27, 0.58, -0.30], [0.29, -1.72, 0.59], [0.80, -0.84, -0.54], [3.25, 0.08, 0.02], [-0.56, 0.82, 0.73], [-1.21, 0.41, -0.66], [0.08, 1.59, -0.60], [0.86, -2.66, 0.60]],
  "lowdin_charge": [-0.3634, -0.4242, 0.4759, 0.1186, 0.0681, 0.0054, 0.0626, 0.0570],
  "homo_energy_ev": [-8.782, -8.782],
  "lumo_ev": [-1.07, -1.07],
  "gap_ev": [7.7, 7.7]
}


## C
{
  "formula": "CH4INS",
  "method": "ωB97M-V/def2-TZVPD",
  "elements": ["C", "N", "S", "I", "H", "H", "H", "H"],
  "positions_angstrom": [[-2.33, 0.06, -0.27], [-1.06, -0.44, -0.54], [-0.15, -0.91, 0.66], [5.49, 0.30, 1.23], [-2.83, -0.09, 0.72], [-2.44, 1.01, -0.71], [-2.89, -0.53, -0.90], [6.21, 0.61, -0.18]],
  "lowdin_charge": [-0.2964, -0.5665, 0.6518, 0.3455, 0.0906, 0.0715, 0.0502, -0.3466],
  "homo_energy_ev": -8.510,
  "lumo_ev": -1.02,
  "gap_ev": 7.5,
  "smiles": "CN=S.I"
}


Stability check: which of them is most stable? B.


## A
{
  "formula": "C3H9NO3",
  "method": "ωB97M-V/def2-TZVPD",
  "elements": ["C", "N", "C", "C", "O", "O", "H", "H", "H", "H", "H", "H", "H", "H", "H", "O"],
  "positions_angstrom": [[1.04, -0.19, 1.20], [1.02, 1.11, 0.57], [0.26, 1.31, -0.61], [-1.30, 1.21, -0.55], [-1.79, -0.06, -0.25], [-2.01, 2.04, -1.01], [0.62, -0.20, 2.22], [2.00, -0.70, 1.16], [0.27, -0.81, 0.72], [1.24, 1.90, 1.14], [0.54, 0.61, -1.39], [0.34, 2.33, -0.96], [-2.15, -0.07, 0.66], [2.06, -3.54, 1.08], [1.11, -4.13, 0.09], [2.06, -4.02, 0.24]],
  "lowdin_charge": [-0.1280, -0.1154, -0.1512, -0.4657, 0.0398, 0.1347, 0.0792, 0.0695, 0.0641, 0.1066, 0.1325, 0.1202, 0.1169, 0.0285, 0.0340, -0.0658],
  "homo_energy_ev": -8.819,
  "lumo_ev": 0.42,
  "gap_ev": 9.2,
  "smiles": "CNCC(=O)O.O"
}


## B
{
  "formula": "C3H9NO3",
  "method": "ωB97M-V/def2-TZVPD",
  "elements": ["C", "O", "H", "H", "H", "H", "C", "C", "O", "O", "N", "H", "H", "H", "H", "H"],
  "positions_angstrom": [[-0.54, 2.23, -0.32], [-0.11, 1.10, 0.39], [1.30, 0.58, -0.22], [-1.05, 1.97, -1.26], [-1.22, 2.81, 0.31], [0.33, 2.86, -0.56], [-0.78, -1.45, 0.83], [-0.10, -0.59, -0.19], [1.94, -0.99, 0.92], [-0.72, -0.56, -1.39], [1.29, -0.55, -0.28], [2.55, -1.68, 0.63], [-0.08, -0.75, -2.09], [-0.43, -1.18, 1.82], [-1.85, -1.30, 0.76], [-0.54, -2.50, 0.64]],
  "lowdin_charge": [-0.1701, -0.2401, 0.1712, 0.0766, 0.0735, 0.0755, 0.0136, -0.4896, -0.0511, 0.0702, -0.0321, 0.0930, 0.1268, 0.0884, 0.0952, 0.0989],
  "homo_energy_ev": -8.915,
  "lumo_ev": 0.78,
  "gap_ev": 9.7
}


## C
{
  "formula": "C3H9NO3",
  "method": "ωB97M-V/def2-TZVPD",
  "elements": ["O", "C", "C", "N", "C", "O", "H", "H", "H", "H", "H", "H", "H", "H", "H", "O"],
  "positions_angstrom": [[3.28, 0.31, 0.87], [2.79, 0.41, -0.20], [1.14, 0.27, -0.38], [1.71, -0.91, -0.76], [-2.32, -0.64, -0.68], [-1.58, 0.48, -0.38], [3.25, 0.97, -1.01], [0.64, 0.34, 0.60], [0.71, 0.81, -1.22], [1.90, -1.52, 0.04], [-2.58, -0.72, -1.74], [-1.83, -1.55, -0.32], [-3.27, -0.55, -0.14], [-1.42, 1.27, 2.42], [-1.34, 0.55, 0.93], [-1.07, 0.48, 1.99]],
  "lowdin_charge": [0.1801, -0.2356, -0.0994, 0.1693, -0.2333, -0.2632, 0.1544, 0.1083, 0.1372, 0.1140, 0.0636, 0.0745, 0.0856, -0.0021, -0.0551, -0.1982],
  "homo_energy_ev": -8.416,
  "lumo_ev": -3.73,
  "gap_ev": 4.7
}


Stability check: which of them is most stable? A.


## A
{
  "formula": "C3H9NO3",
  "method": "ωB97M-V/def2-TZVPD",
  "elements": ["C", "C", "O", "C", "N", "O", "H", "H", "H", "H", "H", "H", "H", "H", "H", "O"],
  "positions_angstrom": [[0.57, -0.32, 0.78], [1.27, 0.40, -0.37], [1.99, 1.51, 0.12], [-0.28, -1.52, 0.40], [-1.09, -1.33, -0.70], [-0.08, -2.62, 0.86], [-0.07, 0.41, 1.29], [1.32, -0.69, 1.48], [1.97, -0.33, -0.80], [0.62, 0.75, -1.17], [2.63, 1.20, 0.78], [-1.52, -2.20, -0.99], [-1.63, -0.47, -0.78], [-1.17, 2.09, -0.38], [-2.62, 1.64, 0.04], [-1.90, 1.50, -0.57]],
  "lowdin_charge": [-0.1095, -0.2726, -0.0731, -0.5404, 0.1530, 0.0532, 0.1158, 0.1197, 0.1248, 0.1051, 0.0907, 0.1038, 0.0635, 0.0509, 0.0597, -0.0445],
  "homo_energy_ev": -9.647,
  "lumo_ev": 0.47,
  "gap_ev": 10.1,
  "smiles": "NC(=O)CCO.O"
}


## B
{
  "formula": "C3H9NO3",
  "method": "ωB97M-V/def2-TZVPD",
  "elements": ["C", "C", "C", "N", "O", "O", "O", "H", "H", "H", "H", "H", "H", "H", "H", "H"],
  "positions_angstrom": [[1.32, 0.57, 1.42], [1.82, -0.38, 0.25], [0.88, -1.65, 0.54], [-2.85, 0.73, -1.94], [1.67, 0.05, -1.03], [0.09, -1.93, -0.32], [-2.19, 0.48, -0.68], [2.03, 1.28, 1.72], [0.98, 0.19, 2.31], [0.53, 1.19, 1.14], [2.89, -0.60, 0.54], [0.83, -2.14, 1.51], [-2.28, 1.54, -2.16], [-3.77, 0.92, -1.68], [0.70, 0.16, -1.27], [-2.64, -0.40, -0.35]],
  "lowdin_charge": [-0.0345, -0.3804, -0.1886, -0.0278, -0.0183, 0.0433, -0.2029, 0.0536, 0.0481, 0.0569, 0.1553, 0.1184, 0.0763, 0.0342, 0.1327, 0.1338],
  "homo_energy_ev": -9.356,
  "lumo_ev": 0.82,
  "gap_ev": 10.2,
  "smiles": "C[C@H](O)C=O.NO"
}


Stability check: which of them is most stable? A.